Below is a cluster of 2 separate species, C4H12N2 in total, with properties calculated with ωB97M-V/def2-TZVPD.

Each line ends with the Mulliken charge.
Element x y z (Å)
C 1.064 -1.736 1.481  -2.7203
C -0.404 -1.854 1.182  0.5015
C -1.348 -1.049 1.621  -1.6947
H 1.654 -2.038 0.624  0.3835
H 1.389 -0.754 1.831  0.7600
H 1.293 -2.417 2.311  0.6244
H -0.611 -2.766 0.630  0.3726
H -2.391 -1.132 1.301  0.3642
H -1.221 -0.070 2.072  0.8283
N 0.380 2.749 -1.306  -1.1892
C -0.349 1.630 -1.860  -1.1952
N 0.100 0.259 -1.500  -0.7367
H 0.357 2.709 -0.286  0.5697
H 1.357 2.739 -1.574  0.6158
H -1.398 1.732 -1.575  0.3767
H -0.381 1.712 -2.951  0.3928
H 1.049 0.366 -1.195  0.4816
H -0.540 -0.081 -0.806  0.2652

Net charge = -1
Frontier orbital gap (spin up / spin down) = 2.96 / 9.39 eV
Expectation value of S² = 0.750
Relative energy (zero: lowest compared OMol25 entry of this formula, charge and spin) = 22.7 kcal per mole
Multiplicity = 2
HOMO level (spin up / spin down) = 0.05051 / -0.19087 Eh